The following is a quantum chemistry calculation of a 9-piece molecular cluster, C28H64N14O10P overall in a non-equilibrium geometry, from the Open Molecules 2025 dataset.

Geometry as ORCA input:
```
! wB97M-V def2-TZVPD RIJCOSX def2/J DEFGRID3
* xyz 1 1
P 4.605 0.182 -0.066
O -5.138 -4.648 -0.255
O 4.659 3.522 -8.598
O 5.002 0.850 -4.865
O -2.328 2.855 8.824
O 4.812 -4.774 0.785
O -10.586 -4.305 0.231
O 1.762 1.106 1.112
O 5.579 -0.095 1.357
O -3.049 0.150 2.898
O 2.713 4.340 -1.766
N -8.492 -4.692 0.921
N 3.470 -1.164 -0.290
N -3.800 1.472 9.795
N 1.270 -2.364 -0.077
N 4.291 3.073 -10.761
N -2.625 0.896 4.969
N 1.457 -0.153 0.745
N 4.876 -5.073 3.003
N 3.090 1.376 -3.824
N -1.173 -2.736 0.575
N 0.158 -0.493 1.014
N 3.373 1.249 3.177
N -3.694 -3.506 -1.530
N 4.264 5.149 -3.165
C -3.664 3.800 10.569
C 3.322 1.889 -6.217
C 2.869 6.726 -1.898
C 3.264 5.320 -2.260
C 0.023 -1.854 0.520
C 2.732 -4.516 1.938
C -7.440 -5.001 1.865
C 1.747 1.899 -3.693
C -2.435 1.879 6.018
C 3.876 1.333 -4.935
C 4.954 2.866 -9.591
C 2.451 1.115 2.394
C -4.943 -3.978 -1.263
C 4.351 -5.144 4.350
C 5.890 0.135 -1.486
C -3.259 -2.706 -2.654
C 4.209 -4.794 1.852
C 4.487 2.409 -12.032
C -6.046 -3.650 -2.233
C -3.082 2.529 3.195
C -4.845 1.078 10.715
C -9.828 -4.575 1.154
C 6.039 1.824 -9.567
C 2.186 -1.213 0.093
C -2.921 1.108 3.662
C -3.207 2.690 9.663
C 5.032 6.164 -3.855
C -10.323 -4.785 2.559
H -9.874 -4.049 3.230
H -11.406 -4.659 2.584
H -2.556 2.898 5.657
H -3.010 -3.768 -0.834
H -4.072 -2.481 -3.341
H 4.883 -4.414 4.964
H 5.862 -5.248 2.863
H 2.425 1.336 -6.509
H -7.820 -5.149 2.874
H 3.579 3.787 -10.697
H -5.699 0.725 10.133
H 1.098 1.089 -3.348
H -0.936 -3.470 1.273
H 4.730 7.171 -3.578
H -3.485 3.532 11.613
H 4.471 4.178 -3.355
H 2.208 -5.385 2.340
H 4.544 -6.146 4.740
H 4.894 6.025 -4.930
H 2.060 6.698 -1.167
H 3.092 2.950 -6.099
H -1.929 -2.160 1.005
H 6.900 0.467 -1.030
H -1.430 1.754 6.425
H 3.534 0.985 -3.007
H -6.181 -2.568 -2.296
H 1.762 2.690 -2.941
H 6.087 6.020 -3.610
H -3.903 3.010 3.731
H -3.164 1.683 6.805
H 5.603 0.838 -2.342
H -3.317 2.536 2.129
H 1.363 2.296 -4.631
H 2.345 -4.311 0.939
H -5.159 1.897 11.359
H 3.547 1.932 -12.317
H -4.469 0.256 11.329
H 5.243 -0.935 1.773
H -4.725 4.005 10.407
H -5.814 -4.062 -3.218
H -6.936 -5.909 1.528
H 2.515 7.257 -2.784
H 4.742 3.166 -12.777
H 3.282 -4.940 4.389
H -10.086 -5.798 2.894
H -6.726 -4.175 1.861
H 3.838 -2.018 -0.770
H -6.979 -4.094 -1.885
H -2.477 -3.255 -3.183
H 5.991 -0.932 -1.933
H 5.275 1.661 -11.991
H 5.624 0.843 -9.811
H -2.841 -1.773 -2.268
H -0.603 0.045 1.469
H -3.100 4.706 10.345
H 6.473 1.776 -8.568
H 6.829 2.087 -10.274
H 4.064 1.784 -7.008
H -2.153 3.083 3.347
H -8.238 -4.538 -0.044
H 2.552 -3.639 2.565
H -3.440 0.779 9.153
H -2.533 -0.082 5.206
H 3.717 7.252 -1.454
*
```

Properties
HOMO energy   -10.274 eV
LUMO   -3.548 eV
Kohn-Sham gap   6.7 eV
Energy above the lowest of the compared OMol25 structures with the same formula, charge and spin   90.3 kcal/mol

Löwdin population analysis, charges in e, atoms 1 to 99: atom 1 (P): 0.92, atom 2 (O): 0.02, atom 3 (O): 0.01, atom 4 (O): 0.02, atom 5 (O): 0.01, atom 6 (O): 0.02, atom 7 (O): 0.02, atom 8 (O): 0.02, atom 9 (O): -0.34, atom 10 (O): -0.02, atom 11 (O): -0.01, atom 12 (N): 0.01, atom 13 (N): -0.09, atom 14 (N): 0.00, atom 15 (N): 0.17, atom 16 (N): 0.00, atom 17 (N): 0.01, atom 18 (N): -0.12, atom 19 (N): 0.01, atom 20 (N): 0.01, atom 21 (N): 0.13, atom 22 (N): 0.17, atom 23 (N): 0.20, atom 24 (N): 0.00, atom 25 (N): 0.01, atom 26 (C): -0.01, atom 27 (C): 0.00, atom 28 (C): -0.01, atom 29 (C): -0.54, atom 30 (C): -0.18, atom 31 (C): -0.03, atom 32 (C): -0.09, atom 33 (C): -0.07, atom 34 (C): -0.07, atom 35 (C): -0.55, atom 36 (C): -0.55, atom 37 (C): -0.16, atom 38 (C): -0.54, atom 39 (C): -0.07, atom 40 (C): -0.24, atom 41 (C): -0.08, atom 42 (C): -0.56, atom 43 (C): -0.08, atom 44 (C): 0.00, atom 45 (C): -0.01, atom 46 (C): -0.07, atom 47 (C): -0.55, atom 48 (C): -0.01, atom 49 (C): -0.24, atom 50 (C): -0.56, atom 51 (C): -0.54, atom 52 (C): -0.07, atom 53 (C): -0.02, atom 54 (H): 0.08, atom 55 (H): 0.08, atom 56 (H): 0.08, atom 57 (H): 0.10, atom 58 (H): 0.08, atom 59 (H): 0.09, atom 60 (H): 0.15, atom 61 (H): 0.09, atom 62 (H): 0.07, atom 63 (H): 0.14, atom 64 (H): 0.09, atom 65 (H): 0.08, atom 66 (H): 0.12, atom 67 (H): 0.08, atom 68 (H): 0.09, atom 69 (H): 0.13, atom 70 (H): 0.09, atom 71 (H): 0.09, atom 72 (H): 0.09, atom 73 (H): 0.08, atom 74 (H): 0.09, atom 75 (H): 0.11, atom 76 (H): 0.07, atom 77 (H): 0.09, atom 78 (H): 0.10, atom 79 (H): 0.09, atom 80 (H): 0.05, atom 81 (H): 0.09, atom 82 (H): 0.09, atom 83 (H): 0.07, atom 84 (H): 0.02, atom 85 (H): 0.08, atom 86 (H): 0.08, atom 87 (H): 0.05, atom 88 (H): 0.08, atom 89 (H): 0.08, atom 90 (H): 0.09, atom 91 (H): 0.06, atom 92 (H): 0.09, atom 93 (H): 0.09, atom 94 (H): 0.08, atom 95 (H): 0.09, atom 96 (H): 0.09, atom 97 (H): 0.07, atom 98 (H): 0.08, atom 99 (H): 0.07


The following is a quantum chemistry calculation of C22H23N6O5SSbSe5Tc as an isolated structure in a non-equilibrium geometry, from the Open Molecules 2025 dataset.

Geometry as ORCA input:
```
! wB97M-V def2-TZVPD RIJCOSX def2/J DEFGRID3
* xyz 1 1
Sb -2.041 1.962 4.918
Tc 0.380 0.838 2.010
Se 0.200 2.507 3.583
Se -0.248 -1.604 1.741
Se -3.733 3.490 4.192
Se -1.657 1.600 7.201
Se -1.440 -0.033 3.481
S 2.102 0.866 0.383
O 0.882 -2.325 2.944
O -2.073 -1.188 0.129
O 1.943 2.235 0.951
O 1.512 -0.393 3.964
O 2.254 -0.051 1.596
N 0.621 0.478 -0.231
N -5.432 -0.492 -0.441
N 2.402 -3.137 -1.966
N -5.771 1.402 0.916
N -0.886 1.910 0.754
N -3.685 0.392 0.712
C 4.183 -0.037 -2.851
C 5.697 -0.010 -0.973
C 1.569 -1.583 3.834
C 2.969 -2.920 -0.777
C 3.407 0.577 -0.679
C -0.558 2.262 -1.574
C 6.599 -0.671 -3.229
C 0.892 -2.361 0.252
C 2.263 -2.561 0.367
C -1.805 2.861 0.813
C 1.071 -3.074 -2.017
C -2.139 3.572 -0.330
C -3.213 -0.712 0.102
C 4.684 0.386 -0.131
C -1.503 3.284 -1.523
C -4.326 -1.398 -0.687
C -0.299 1.599 -0.406
C 3.138 0.357 -2.031
C -4.992 0.445 0.412
C 0.269 -2.679 -0.950
C 5.466 -0.230 -2.337
C -6.805 -0.711 -0.862
H 2.216 -2.219 4.441
H 6.243 -0.935 -4.222
H 2.137 0.469 -2.420
H 6.692 -0.160 -0.569
H -6.804 -1.313 -1.767
H 0.614 -3.329 -2.966
H -5.385 1.986 1.652
H 7.332 0.131 -3.330
H -2.885 4.353 -0.263
H 4.049 -3.005 -0.734
H -4.093 -1.493 -1.747
H -2.273 3.038 1.768
H -7.283 0.240 -1.093
H -0.800 -2.594 -1.070
H -6.770 1.374 0.813
H -1.721 3.860 -2.413
H 7.114 -1.533 -2.803
H 3.996 -0.216 -3.903
H -4.512 -2.393 -0.275
H 2.789 -2.429 1.301
H -0.032 1.999 -2.480
H -7.388 -1.230 -0.098
H 4.865 0.549 0.922
*
```

Properties
HOMO energy (spin up / spin down)   -9.891 / -9.891 eV
LUMO (spin up / spin down)   -4.634 / -4.635 eV
Kohn-Sham gap (spin up / spin down)   5.3 / 5.3 eV

Okay, here come the Löwdin numbers, in e, for every atom: atom 1 (Sb): -0.15, atom 2 (Tc): 0.82, atom 3 (Se): 0.31, atom 4 (Se): 1.10, atom 5 (Se): -0.06, atom 6 (Se): -0.02, atom 7 (Se): 0.18, atom 8 (S): 0.67, atom 9 (O): -0.36, atom 10 (O): -0.14, atom 11 (O): -0.35, atom 12 (O): -0.08, atom 13 (O): -0.44, atom 14 (N): -0.14, atom 15 (N): -0.09, atom 16 (N): 0.08, atom 17 (N): 0.23, atom 18 (N): -0.07, atom 19 (N): 0.18, atom 20 (C): -0.01, atom 21 (C): -0.01, atom 22 (C): -0.39, atom 23 (C): -0.13, atom 24 (C): -0.31, atom 25 (C): 0.02, atom 26 (C): -0.02, atom 27 (C): -0.33, atom 28 (C): -0.09, atom 29 (C): -0.12, atom 30 (C): -0.12, atom 31 (C): -0.01, atom 32 (C): -0.46, atom 33 (C): -0.03, atom 34 (C): -0.02, atom 35 (C): -0.02, atom 36 (C): -0.38, atom 37 (C): -0.04, atom 38 (C): -0.39, atom 39 (C): -0.08, atom 40 (C): -0.23, atom 41 (C): -0.01, atom 42 (H): 0.17, atom 43 (H): 0.08, atom 44 (H): 0.11, atom 45 (H): 0.13, atom 46 (H): 0.10, atom 47 (H): 0.11, atom 48 (H): 0.09, atom 49 (H): 0.10, atom 50 (H): 0.12, atom 51 (H): 0.11, atom 52 (H): 0.14, atom 53 (H): 0.02, atom 54 (H): 0.09, atom 55 (H): 0.09, atom 56 (H): 0.11, atom 57 (H): 0.12, atom 58 (H): 0.09, atom 59 (H): 0.13, atom 60 (H): 0.15, atom 61 (H): 0.10, atom 62 (H): 0.12, atom 63 (H): 0.10, atom 64 (H): 0.13